(1)
This record from OMol25 describes a 3-piece molecular cluster, C12H23ClN2O9S overall at a distorted geometry. The level of theory is the ωB97M-V functional and the def2-TZVPD basis.

Positions of all 48 atoms, in Å:
1 O 0.81 -1.29 -2.16
2 C 1.67 -0.50 -1.91
3 Cl 3.36 -0.87 -2.35
4 C 1.43 0.84 -1.23
5 O 1.30 1.93 -2.14
6 C 0.33 1.75 -3.06
7 O 0.54 1.23 -4.13
8 O -0.90 2.26 -2.76
9 C -1.82 1.23 -2.35
10 C -3.05 1.94 -1.77
11 C -4.38 1.53 -2.42
12 S -5.22 0.15 -1.65
13 O -6.61 0.47 -1.67
14 O -4.93 -1.09 -2.31
15 O -4.75 0.11 -0.12
16 H 2.29 1.05 -0.62
17 H 0.60 0.74 -0.53
18 H -2.06 0.58 -3.19
19 H -1.36 0.67 -1.54
20 H -3.09 1.83 -0.70
21 H -2.92 2.99 -1.98
22 H -5.07 2.35 -2.33
23 H -4.30 1.30 -3.48
24 H -4.63 -0.83 0.07
25 C 1.36 -3.69 -0.51
26 C 1.08 -3.44 0.95
27 O 1.28 -2.35 1.47
28 N 0.60 -4.47 1.69
29 C 0.30 -5.83 1.26
30 H 1.73 -2.78 -0.96
31 H 2.11 -4.48 -0.63
32 H 0.44 -3.98 -1.03
33 H 0.44 -4.24 2.66
34 H -0.75 -6.04 1.44
35 H 0.90 -6.53 1.83
36 H 0.52 -5.96 0.20
37 C 3.91 2.78 2.18
38 C 2.45 2.41 2.17
39 O 1.90 1.96 1.17
40 N 1.75 2.58 3.32
41 C 2.22 3.10 4.59
42 H 4.32 2.59 1.20
43 H 4.03 3.84 2.40
44 H 4.45 2.19 2.91
45 H 0.78 2.31 3.24
46 H 2.07 2.34 5.36
47 H 1.64 3.98 4.86
48 H 3.27 3.35 4.55

The multiplicity is 1. The value obtained for the orbital gap is 9.86 eV. The SMILES is O=C(Cl)COC(=O)OCCCS(=O)(=O)O.CNC(C)=O.CNC(C)=O. As for the LUMO energy: 0.31 eV. As for the total charge: 0.


(2)
This record from OMol25 describes a 2-piece molecular cluster, C8H14OS overall at a distorted geometry. The level of theory is the ωB97M-V functional and the def2-TZVPD basis.

Positions of all 24 atoms, in Å:
1 C 1.65 1.21 1.37
2 C 0.46 -0.97 1.55
3 C 1.40 0.70 -0.01
4 C -2.63 2.46 -0.76
5 C -1.83 3.45 -1.03
6 C 1.05 -0.84 0.20
7 C -0.11 -2.26 1.87
8 C 0.53 -2.18 -1.66
9 O 0.07 -1.25 -0.69
10 S 0.83 0.32 2.57
11 H 1.52 2.26 1.34
12 H 0.58 1.16 -0.65
13 H 2.45 0.88 -0.56
14 H -3.43 2.60 -0.03
15 H -2.49 1.49 -1.25
16 H -0.88 3.20 -1.59
17 H -1.77 4.48 -0.65
18 H 1.88 -1.58 0.19
19 H 0.52 -3.10 1.71
20 H -0.97 -2.49 1.02
21 H -0.64 -2.24 2.88
22 H 1.30 -1.88 -2.29
23 H -0.34 -2.35 -2.29
24 H 0.84 -3.06 -1.24

The energy above the lowest of the compared OMol25 structures with the same formula, charge and spin comes out at 494.5 kJ/mol. The multiplicity is 1. The value obtained for the orbital gap (spin up / spin down) is 7.18 / 7.79 eV. As for the LUMO energy (spin up / spin down): 0.29 / 0.46 eV. As for the total charge: 0.


(3)
This record from OMol25 describes an isolated ion of composition C11H13N2 and charge +1 at a distorted geometry. The level of theory is the ωB97M-V functional and the def2-TZVPD basis.

Positions of all 26 atoms, in Å:
1 C 0.94 1.87 0.78
2 C 2.20 1.28 0.47
3 C 1.04 -0.73 -0.21
4 C -0.29 -0.21 -0.02
5 C -0.27 1.26 0.44
6 C 2.27 0.00 -0.04
7 C -1.34 -1.12 0.08
8 C -2.64 1.52 -0.61
9 C -1.31 2.04 0.17
10 C -3.26 0.35 0.03
11 C 3.61 -0.70 -0.17
12 N -2.64 -0.76 0.24
13 N -1.25 -2.49 0.13
14 H 0.95 2.86 1.29
15 H 3.23 1.67 0.67
16 H 1.23 -1.74 -0.76
17 H -3.36 2.33 -0.42
18 H -2.54 1.39 -1.62
19 H -1.39 3.01 0.44
20 H -4.28 0.32 0.46
21 H 4.43 0.02 0.13
22 H 3.44 -1.66 0.48
23 H 3.83 -0.97 -1.19
24 H -3.24 -1.52 0.49
25 H -0.31 -2.95 0.10
26 H -1.95 -3.02 -0.42

The energy above the lowest of the compared OMol25 structures with the same formula, charge and spin comes out at 364.9 kJ/mol. The multiplicity is 1. The value obtained for the orbital gap (spin up / spin down) is 6.24 / 6.20 eV. The SMILES is Cc1ccc2c(c1)=C(N)[NH+]=CCC=2. As for the LUMO energy (spin up / spin down): -4.57 / -4.64 eV. As for the total charge: +1.


(4)
This record from OMol25 describes C22H18BrF6NO4PtS2 as an isolated structure. The level of theory is the ωB97M-V functional and the def2-TZVPD basis.

Positions of all 55 atoms, in Å:
1 Pt -0.26 -0.96 -0.48
2 Br -3.54 -1.56 -1.06
3 C -3.86 -0.28 0.31
4 C -5.19 -0.03 0.55
5 C -5.57 0.86 1.57
6 C -4.61 1.47 2.32
7 C -3.23 1.22 2.09
8 C -2.28 1.85 2.92
9 C -0.95 1.63 2.72
10 C -0.53 0.81 1.66
11 C -1.40 0.14 0.81
12 C -2.80 0.34 1.05
13 H -5.93 -0.54 -0.04
14 H -6.62 1.05 1.74
15 H -4.88 2.15 3.12
16 H -2.63 2.49 3.72
17 H -0.20 2.09 3.36
18 H 0.54 0.71 1.52
19 F 0.28 1.15 6.08
20 C 1.47 0.75 6.52
21 F 1.29 0.15 7.71
22 F 2.22 1.85 6.73
23 S 2.30 -0.42 5.36
24 O 3.57 -0.67 5.97
25 O 1.36 -1.49 5.25
26 N 2.30 0.49 4.07
27 S 3.56 0.84 3.19
28 O 3.11 1.46 1.98
29 O 4.59 -0.15 3.15
30 C 4.36 2.25 4.08
31 F 3.49 3.25 4.30
32 F 4.87 1.89 5.26
33 F 5.37 2.74 3.34
34 C 1.23 0.45 -3.13
35 C 0.17 -0.60 -3.44
36 C -1.15 0.14 -3.76
37 C -0.06 -1.52 -2.23
38 C 0.55 -1.47 -4.64
39 C -0.37 -2.37 -5.18
40 C -0.06 -3.17 -6.27
41 C 1.20 -3.10 -6.85
42 C 2.13 -2.22 -6.33
43 C 1.81 -1.42 -5.24
44 H 0.89 1.03 -2.27
45 H 1.41 1.12 -3.98
46 H 2.17 -0.02 -2.84
47 H -1.40 0.77 -2.90
48 H -1.98 -0.54 -3.91
49 H -1.04 0.77 -4.65
50 H -0.64 -2.40 -2.56
51 H -1.36 -2.45 -4.73
52 H -0.80 -3.86 -6.65
53 H 1.45 -3.73 -7.70
54 H 3.12 -2.16 -6.76
55 H 2.55 -0.74 -4.85

The energy above the lowest of the compared OMol25 structures with the same formula, charge and spin comes out at 30.7 kJ/mol. The multiplicity is 1. The value obtained for the orbital gap is 5.90 eV. As for the LUMO energy: 4.31 eV. As for the total charge: -2.


(5)
This record from OMol25 describes C24H22Cl2NO5RhSSe2 as an isolated structure at a distorted geometry. The level of theory is the ωB97M-V functional and the def2-TZVPD basis.

Positions of all 58 atoms, in Å:
1 Rh 0.22 -1.13 -1.17
2 C 3.71 -0.06 -1.18
3 Se 2.62 -1.57 -1.72
4 C 3.01 -2.71 -0.18
5 C 2.35 -2.19 1.07
6 Se 0.41 -2.31 0.88
7 C -0.03 -1.15 2.37
8 H 4.73 -0.40 -1.02
9 H 3.30 0.42 -0.30
10 H 3.69 0.65 -2.00
11 H 4.10 -2.72 -0.08
12 H 2.67 -3.70 -0.46
13 H 2.57 -1.14 1.24
14 H 2.64 -2.76 1.96
15 H 0.08 -0.12 2.06
16 H 0.66 -1.40 3.18
17 H -1.05 -1.38 2.64
18 O -2.63 -2.32 0.90
19 C -2.72 -2.00 -0.27
20 N -1.76 -1.36 -1.01
21 C -2.11 -1.32 -2.34
22 O -1.29 -0.89 -3.15
23 C -3.49 -1.83 -2.48
24 C -4.34 -1.92 -3.56
25 C -5.61 -2.45 -3.32
26 C -5.99 -2.86 -2.05
27 C -5.12 -2.77 -0.97
28 C -3.87 -2.24 -1.21
29 H -4.03 -1.61 -4.55
30 H -6.31 -2.54 -4.14
31 H -6.99 -3.27 -1.91
32 H -5.41 -3.10 0.02
33 C 0.49 6.10 4.37
34 C 1.53 7.12 4.00
35 O 1.80 8.07 4.69
36 S 2.39 7.01 2.42
37 C 1.94 5.42 1.76
38 C 2.59 4.27 2.19
39 C 2.24 3.04 1.67
40 C 1.25 2.93 0.69
41 C 0.63 4.10 0.24
42 C 0.97 5.33 0.77
43 C 0.89 1.66 0.15
44 C 0.60 0.58 -0.34
45 H 0.54 5.94 5.44
46 H 0.57 5.17 3.83
47 H -0.49 6.55 4.15
48 H 3.36 4.34 2.95
49 H 2.75 2.14 2.01
50 H -0.13 4.02 -0.53
51 H 0.47 6.23 0.43
52 Cl 1.89 -5.00 -3.74
53 C 0.45 -5.36 -2.77
54 Cl 0.90 -6.20 -1.27
55 C -0.32 -4.06 -2.43
56 O -1.48 -3.98 -2.79
57 O 0.38 -3.23 -1.76
58 H -0.19 -6.02 -3.35

The energy above the lowest of the compared OMol25 structures with the same formula, charge and spin comes out at 3.9 kJ/mol. The multiplicity is 1. The value obtained for the orbital gap is 7.31 eV. As for the LUMO energy: -1.16 eV. As for the total charge: 0.


(6)
This record from OMol25 describes C26H57AlBCl3CsFN2O20PS as an isolated structure at a distorted geometry. The level of theory is the ωB97M-V functional and the def2-TZVPD basis.

Positions of all 114 atoms, in Å:
1 C -0.83 0.56 3.63
2 N 0.46 0.71 2.99
3 C 1.48 -0.07 3.67
4 C 2.90 0.23 3.20
5 C 3.50 1.52 3.72
6 C 3.56 1.61 5.26
7 C 2.93 2.88 5.84
8 C 2.05 2.63 7.07
9 C 2.87 2.33 8.34
10 C 2.49 1.05 9.12
11 C 2.32 -0.17 8.24
12 O 1.35 -1.08 8.80
13 C 1.29 -2.30 8.04
14 O 2.77 0.40 1.69
15 S 2.71 -1.02 1.03
16 O 3.73 -1.12 0.03
17 O 1.39 -1.42 0.68
18 O 3.18 -1.89 2.29
19 C 3.85 -0.95 3.17
20 B 4.54 -1.49 4.52
21 O 5.88 -1.60 4.62
22 O 3.78 -1.82 5.61
23 H -1.35 -0.31 3.22
24 H -1.44 1.43 3.41
25 H -0.77 0.46 4.73
26 H 0.73 1.68 3.04
27 H 1.44 0.10 4.76
28 H 1.27 -1.13 3.52
29 H 4.52 1.57 3.33
30 H 2.96 2.37 3.30
31 H 3.15 0.70 5.69
32 H 4.62 1.61 5.52
33 H 3.74 3.52 6.19
34 H 2.35 3.44 5.11
35 H 1.49 3.56 7.24
36 H 1.28 1.87 6.87
37 H 2.75 3.16 9.03
38 H 3.93 2.31 8.10
39 H 1.64 1.21 9.78
40 H 3.33 0.83 9.79
41 H 2.05 0.04 7.21
42 H 3.28 -0.70 8.22
43 H 2.09 -2.94 8.39
44 H 1.44 -2.10 6.98
45 H 0.35 -2.80 8.17
46 H 4.69 -0.58 2.56
47 H 6.38 -1.22 3.89
48 H 4.33 -1.77 6.41
49 C -1.98 2.94 7.46
50 Cl -1.40 1.35 8.02
51 Cl -1.12 3.58 6.07
52 H -3.02 2.82 7.19
53 H -1.87 3.63 8.29
54 Cs 0.93 -1.84 10.79
55 O 0.01 -5.40 12.68
56 H 0.05 -6.32 12.96
57 C -3.32 -3.13 -3.58
58 O -2.67 -2.23 -2.68
59 P -1.75 -1.01 -3.36
60 O -2.60 -0.27 -4.32
61 O -0.71 -1.99 -4.17
62 C -0.04 -3.04 -3.47
63 O -0.32 0.38 -3.38
64 C 0.80 0.21 -2.58
65 H -4.39 -3.11 -3.37
66 H -3.17 -2.85 -4.62
67 H -2.95 -4.14 -3.42
68 H -0.20 -3.98 -4.01
69 H -0.41 -3.16 -2.45
70 H 1.03 -2.84 -3.44
71 H 1.65 -0.36 -2.94
72 H 0.54 -0.26 -1.61
73 H 1.24 1.22 -2.36
74 Al -0.66 1.89 -2.12
75 F 4.24 -4.10 3.66
76 Cl 5.14 -5.42 3.41
77 C -1.54 0.04 -7.30
78 O -2.32 0.83 -8.19
79 C -1.76 1.05 -9.47
80 C -2.55 0.32 -10.54
81 N -2.37 -1.12 -10.42
82 C -3.25 -1.92 -11.26
83 C -4.75 -1.85 -10.99
84 O -5.14 -2.40 -9.75
85 C -5.08 -1.53 -8.64
86 H -2.04 0.07 -6.33
87 H -1.48 -1.00 -7.63
88 H -0.53 0.44 -7.20
89 H -0.71 0.74 -9.49
90 H -1.80 2.12 -9.68
91 H -2.20 0.64 -11.53
92 H -3.60 0.63 -10.45
93 H -2.51 -1.38 -9.45
94 H -2.95 -2.96 -11.15
95 H -3.08 -1.65 -12.30
96 H -5.25 -2.46 -11.75
97 H -5.15 -0.83 -11.09
98 H -5.28 -0.49 -8.94
99 H -4.11 -1.56 -8.12
100 H -5.84 -1.84 -7.93
101 C -5.10 1.90 -6.74
102 C -4.87 2.62 -8.06
103 O -6.11 3.31 -8.25
104 C -6.70 3.47 -7.04
105 O -7.66 4.15 -6.84
106 O -6.05 2.76 -6.10
107 H -4.21 1.79 -6.13
108 H -5.55 0.92 -6.88
109 H -4.07 3.36 -7.99
110 H -4.68 1.95 -8.89
111 C 7.22 3.01 5.98
112 O 8.31 3.51 6.31
113 O 6.20 3.02 6.74
114 O 7.06 2.44 4.84

The multiplicity is 1. The value obtained for the orbital gap is 1.13 eV. As for the LUMO energy: -2.33 eV. As for the total charge: -1.


(7)
This record from OMol25 describes a 3-piece molecular cluster, C29H55NO5Si overall at a distorted geometry. The level of theory is the ωB97M-V functional and the def2-TZVPD basis.

Positions of all 91 atoms, in Å:
1 C -8.81 3.12 -4.94
2 N -7.56 2.37 -4.42
3 C -7.47 1.15 -5.30
4 C -5.98 0.48 -5.41
5 O -5.10 1.18 -6.41
6 C -3.89 0.31 -6.35
7 O -3.23 -0.26 -7.36
8 O -3.68 0.23 -4.88
9 C -4.95 0.53 -4.14
10 C -5.16 -0.71 -3.09
11 C -4.18 -0.69 -1.77
12 C -2.61 -1.07 -2.09
13 C -1.81 -0.92 -0.64
14 C -0.23 -1.39 -0.72
15 C 0.31 -2.06 0.71
16 C 1.97 -1.96 0.86
17 C 2.44 -1.14 2.20
18 Si 3.61 0.35 1.88
19 C 2.90 1.86 2.89
20 C 3.66 0.94 0.02
21 C 5.48 -0.03 2.34
22 C 6.52 1.26 2.13
23 C 8.13 1.14 2.41
24 C 8.70 -0.33 2.92
25 C 7.65 -1.62 3.15
26 C 6.01 -1.50 2.87
27 H -8.61 3.51 -6.05
28 H -9.67 2.30 -4.94
29 H -9.11 4.03 -4.24
30 H -6.75 3.00 -4.62
31 H -8.28 0.32 -4.98
32 H -7.77 1.49 -6.39
33 H -6.09 -0.62 -5.81
34 H -4.76 1.61 -3.68
35 H -5.15 -1.71 -3.70
36 H -6.28 -0.60 -2.67
37 H -4.58 -1.55 -1.05
38 H -4.20 0.30 -1.15
39 H -2.48 -2.20 -2.43
40 H -2.11 -0.32 -2.85
41 H -2.41 -1.54 0.15
42 H -1.86 0.24 -0.38
43 H 0.40 -0.42 -0.92
44 H -0.04 -2.18 -1.59
45 H 0.02 -3.20 0.66
46 H -0.27 -1.54 1.59
47 H 2.35 -1.52 -0.15
48 H 2.42 -3.06 0.94
49 H 1.45 -0.81 2.78
50 H 2.96 -1.93 2.93
51 H 2.46 2.64 2.10
52 H 1.99 1.57 3.59
53 H 3.69 2.44 3.51
54 H 4.58 1.68 -0.05
55 H 3.97 -0.03 -0.61
56 H 2.65 1.41 -0.34
57 H 6.10 2.30 1.77
58 H 8.82 2.07 2.22
59 H 9.86 -0.41 3.10
60 H 8.08 -2.67 3.52
61 H 5.26 -2.40 3.03
62 C -0.18 5.39 -2.06
63 C -0.15 4.50 -0.84
64 O 1.11 3.89 -0.61
65 C 2.21 4.77 -0.36
66 C 2.03 5.62 0.88
67 H 0.19 4.86 -2.94
68 H -1.20 5.74 -2.26
69 H 0.45 6.28 -1.93
70 H -0.87 3.68 -0.99
71 H -0.48 5.04 0.06
72 H 2.40 5.39 -1.25
73 H 3.09 4.13 -0.23
74 H 1.21 6.34 0.76
75 H 2.94 6.19 1.09
76 H 1.79 5.00 1.75
77 C -0.74 -4.85 4.52
78 C 0.25 -5.50 3.58
79 O 1.52 -4.84 3.54
80 C 2.24 -4.80 4.77
81 C 2.60 -6.17 5.31
82 H -0.83 -3.78 4.30
83 H -1.73 -5.32 4.42
84 H -0.43 -4.94 5.56
85 H -0.15 -5.46 2.56
86 H 0.38 -6.56 3.81
87 H 1.70 -4.21 5.51
88 H 3.17 -4.25 4.56
89 H 1.72 -6.73 5.62
90 H 3.26 -6.08 6.18
91 H 3.11 -6.77 4.54

The multiplicity is 1. The value obtained for the orbital gap is 8.56 eV. The SMILES is CNC[C@H]1OC(=O)O[C@@H]1CCCCCCCC[Si](C)(C)c1ccccc1.CCOCC.CCOCC. As for the LUMO energy: 0.25 eV. As for the total charge: 0.


(8)
This record from OMol25 describes one molecule with the formula C7H13NOS at a distorted geometry. The level of theory is the ωB97M-V functional and the def2-TZVPD basis.

Positions of all 23 atoms, in Å:
1 C -1.24 -3.02 0.64
2 C 0.91 1.93 -0.90
3 C -0.35 1.94 1.29
4 C -0.86 0.18 -0.88
5 C 0.80 1.41 0.57
6 C 0.64 0.54 -0.67
7 C 1.78 -0.47 -1.03
8 N -1.61 -0.27 0.23
9 O 0.34 -1.33 1.68
10 S -1.06 -1.43 1.18
11 H -0.75 -3.22 -0.39
12 H -2.30 -3.40 0.56
13 H 0.08 2.60 -1.29
14 H 1.87 2.19 -1.26
15 H -0.14 2.19 2.31
16 H -1.20 1.97 0.77
17 H -1.57 1.00 -1.16
18 H -0.85 -0.70 -1.64
19 H 1.74 1.29 1.00
20 H 2.47 -0.43 -0.24
21 H 2.05 -0.21 -1.95
22 H 1.33 -1.57 -1.10
23 H -2.07 -1.19 2.27

The energy above the lowest of the compared OMol25 structures with the same formula, charge and spin comes out at 825.2 kJ/mol. The multiplicity is 1. The value obtained for the orbital gap (spin up / spin down) is 9.19 / 5.11 eV. As for the LUMO energy (spin up / spin down): 0.29 / -1.76 eV. As for the total charge: 0.


For the records above, the corresponding molecular weight values read 406.84; 158.27; 173.24; 813.49; 768.24; 1076.83; 525.85; 159.25 g mol⁻¹.
For the records above, the corresponding E values read -2116.0850; -786.4511; -536.1247; -5293.7464; -7590.6955; -5146.2915; -1857.8455; -802.3795 Ha.